37
Properties=species:S:1:pos:R:3:forces:R:3 method="wB97M-V/def2-TZVPD" max_force_ha_per_bohr=0.0187 relative_energy_kcal_mol=5.9 gap_ha="0.2160 / 0.2589" multiplicity=3 lumo_energy_ev="-8.07 / -8.54" s_squared=2.044 charge=+2 homo_ev="-13.94 / -15.58"
W -0.06360 0.73538 0.29197 -0.5152 0.5859 -0.5640
Se -2.36945 0.27558 0.08745 0.0498 -0.1186 0.1951
Se 0.47545 0.85745 -2.01773 0.1469 -0.1925 0.0343
O -0.27420 2.82065 0.28990 0.0486 -0.2726 -0.0594
O 1.09250 -0.80917 0.91622 0.0248 -0.0851 -0.0757
O -1.02382 -2.44154 -0.11856 -0.0524 -0.1254 -0.0355
O -0.01655 4.74944 1.39703 0.0044 0.0094 0.0479
O -0.94761 -2.77670 -4.20078 -0.0098 0.0012 -0.0037
O 2.45799 -1.77509 2.32358 0.0044 -0.0499 -0.0115
N 0.96363 1.41628 1.91535 0.1236 0.0269 0.2137
C 1.82837 0.58158 2.59064 -0.0934 -0.1208 -0.1513
C 0.16655 3.47723 1.27347 0.0744 0.0768 0.0291
C 2.55547 1.03694 3.67343 0.0440 0.1519 0.1013
C -1.52922 -2.74317 -1.41857 0.0380 0.0753 0.0444
C -1.83988 -1.80441 -3.70563 0.0135 0.0001 -0.0193
C -1.39852 -1.47456 -2.26337 0.0344 -0.0440 -0.0395
C 2.44020 2.36725 4.07003 0.0793 -0.1592 0.0410
C 1.63771 3.23729 3.32850 -0.1007 0.1472 -0.0792
C 1.81687 -0.71230 1.95312 0.0964 0.1050 0.2289
C -2.38508 -0.40579 -1.80260 -0.0313 -0.0240 -0.0052
C 0.93121 2.74765 2.25516 0.0736 -0.0495 0.0712
C 0.10175 -1.07551 -2.30105 -0.0688 0.2723 0.1296
H 2.99465 -1.66083 3.12257 -0.0002 0.0001 -0.0021
H -0.95905 -3.25669 0.38903 0.0141 -0.0475 0.0187
H 0.54231 -1.30042 -3.26926 -0.0065 -0.0372 -0.0164
H -1.21841 -3.05741 -5.08178 0.0036 0.0044 0.0080
H -2.30804 0.51441 -2.38067 0.0110 0.0015 -0.0176
H 1.57573 4.29238 3.56305 0.0338 -0.0190 0.0337
H -0.95914 -3.54676 -1.88495 -0.0134 -0.0167 -0.0182
H -2.87022 -2.17432 -3.69687 -0.0071 0.0055 -0.0008
H -1.80916 -0.88745 -4.30711 -0.0122 -0.0075 -0.0140
H 3.23026 0.38073 4.20932 -0.0115 -0.0184 -0.0177
H -3.40009 -0.79650 -1.87426 0.0011 -0.0082 -0.0018
H 0.66419 -1.60214 -1.53445 0.0280 -0.0712 -0.0237
H -0.52593 5.12136 0.65443 -0.0034 0.0099 0.0024
H -2.58144 -3.03840 -1.36433 -0.0052 -0.0325 -0.0344
H 3.00458 2.72756 4.91774 -0.0167 0.0264 -0.0081

---

73
Properties=species:S:1:pos:R:3:forces:R:3 method="wB97M-V/def2-TZVPD" max_force_ha_per_bohr=0.0147 gap_ha=0.2840 lumo_energy_ev=2.24 charge=-1 homo_ev=-5.49
Y -0.32156 -0.33240 0.19860 0.3997 0.2363 0.2446
Cl -5.30805 -4.01838 -0.42969 -0.0223 -0.0539 -0.0551
Cl -6.55423 -2.95916 2.21531 -0.0646 -0.0291 0.0267
Cl -5.14000 -0.66644 3.77783 -0.0288 0.0483 0.0815
Cl -2.68134 -2.80523 -1.49955 0.0844 -0.0845 -0.1386
Cl 0.09242 -4.09085 -0.06877 -0.0837 -0.0650 0.1501
Cl 2.11058 -4.37953 -5.04023 0.0220 -0.0409 -0.0479
Cl 1.70939 -1.30867 -5.38741 0.0113 0.0373 -0.0324
Cl 0.58655 0.37702 -3.04026 -0.0206 0.1570 0.0516
Cl 1.31484 -5.74693 -2.36449 -0.0012 -0.1219 0.0309
Cl -2.47592 0.50962 2.72929 0.0176 0.0491 0.0191
S -3.05778 0.51604 -2.10057 0.1930 -0.1784 -0.0181
O 0.44969 0.38880 2.11913 -0.0962 0.1071 0.0503
O -0.59347 1.81972 -0.05610 -0.0922 0.0835 -0.0729
O 2.15342 0.84598 -0.25480 -0.0362 -0.0634 0.0357
O 1.61050 1.07499 3.89606 -0.0624 0.0244 -0.0738
O -0.74635 3.67673 1.15688 0.0466 -0.0603 -0.0313
N 1.67185 -1.88559 1.31053 -0.0996 0.0154 -0.1160
N -3.05899 2.92309 -0.97967 0.0665 0.1004 -0.0493
N -4.22897 2.70331 -2.95367 0.0117 0.1535 0.0260
C 1.31484 -2.06493 -3.88766 0.0536 -0.0698 0.0963
C 3.52814 -3.55386 2.57918 -0.0470 0.0347 -0.0302
C 3.68723 -3.16942 1.25113 -0.0028 -0.0122 0.0469
C 1.12466 -4.04269 -2.53732 -0.0059 0.1422 -0.0345
C 1.52599 -2.23254 2.58907 0.0352 0.0181 0.0130
C -3.44330 2.14958 -1.99499 -0.1280 -0.0472 0.0012
C 0.83739 -1.33295 -2.80111 -0.0345 -0.1333 -0.0206
C 2.03784 2.24384 -0.60715 0.0475 0.0505 -0.0081
C 0.49176 -1.86721 -1.56697 0.0713 -0.4414 -0.6105
C -4.41198 -1.30924 2.35290 0.0024 -0.0921 -0.1322
C -5.05425 -2.32395 1.65180 0.1200 0.0419 -0.0522
C 1.32415 1.11996 2.70735 0.2293 0.1106 0.0184
C -2.53284 -1.31904 0.74898 -0.4597 -0.1205 0.2763
C 1.44768 2.85045 0.67300 -0.1241 -0.0004 -0.0600
C 2.74196 -2.35086 0.66430 0.0205 0.0434 -0.0338
C 1.48245 -3.43732 -3.74138 -0.0398 0.0653 0.0779
C -0.08482 2.79189 0.63336 0.0617 0.2026 0.1014
C 2.16589 2.00495 1.77007 -0.0833 -0.1711 0.1089
C 3.00713 1.05259 0.89230 0.0351 0.1040 0.0237
C -4.54644 4.72296 -1.66331 0.0431 -0.0417 -0.0148
C 0.62083 -3.25497 -1.50298 0.0541 0.0698 -0.1305
C -4.48339 -2.80218 0.47481 0.0028 0.0841 0.1009
C 3.49906 2.66361 -0.78590 -0.0245 -0.0353 -0.0231
C -3.27389 4.35804 -0.91764 0.0042 0.0362 0.0218
C -4.48676 4.12604 -3.06071 -0.0231 0.0315 0.0228
C -3.19016 -0.83360 1.87802 -0.0400 -0.0626 0.0058
C 4.20012 1.79744 0.28723 -0.0256 -0.0512 0.0002
C 4.53543 -4.42996 3.26401 0.0215 -0.0118 0.0116
C -3.26320 -2.27933 0.05105 -0.0036 0.0396 0.0535
C 2.41497 -3.06561 3.24933 0.0028 0.0073 -0.0230
H -5.43167 4.26982 -3.58710 0.0057 -0.0101 0.0042
H 4.97030 -5.14691 2.56773 0.0018 0.0010 0.0056
H 4.73355 2.38017 1.03730 -0.0039 0.0013 0.0073
H 3.23696 0.09969 1.35756 0.0119 0.0239 0.0003
H 2.83783 -2.04846 -0.37241 0.0052 -0.0037 0.0119
H 3.63388 3.73448 -0.63492 -0.0050 0.0037 0.0110
H 2.23674 -3.31896 4.28661 -0.0021 0.0036 -0.0016
H -2.41760 4.89184 -1.34683 -0.0061 -0.0160 -0.0127
H -2.34577 2.52625 -0.37131 -0.0004 -0.0416 0.0288
H 1.41099 2.34402 -1.48471 0.0081 0.0126 0.0057
H -3.70313 4.62737 -3.64377 -0.0100 -0.0052 0.0092
H 1.71161 3.90097 0.78875 -0.0083 0.0069 -0.0226
H 3.84366 2.41220 -1.78867 0.0042 0.0013 0.0051
H -3.32462 4.64069 0.13233 -0.0027 -0.0001 0.0105
H -4.42065 2.09539 -3.73018 -0.0080 -0.0352 0.0077
H 5.34832 -3.82300 3.66892 0.0033 -0.0116 0.0018
H 4.90083 1.09456 -0.16393 -0.0042 0.0039 -0.0037
H -4.65425 5.80640 -1.72256 0.0122 0.0042 0.0164
H 4.53423 -3.51383 0.67063 -0.0027 0.0014 -0.0017
H 4.08442 -4.97639 4.09157 0.0026 0.0007 -0.0019
H -5.41195 4.32106 -1.13284 -0.0067 -0.0103 -0.0031
H 0.67707 -1.80342 3.10597 -0.0030 -0.0086 0.0020
H 2.80015 2.63223 2.39267 -0.0002 -0.0288 0.0313

---

9
Properties=species:S:1:pos:R:3:forces:R:3 method="wB97M-V/def2-TZVPD" max_force_ha_per_bohr=0.0895 relative_energy_kcal_mol=62.5 gap_ha="0.3241 / 0.2429" lumo_energy_ev="-0.51 / -2.42" homo_ev="-9.32 / -9.03"
Br -1.94377 4.00545 -0.43666 -0.0444 0.3098 0.2173
S -1.49092 2.19964 -1.42030 0.1505 -0.5356 -0.1439
F 2.38571 1.10710 -0.28992 0.0519 -0.7630 -0.5002
F 2.35840 -0.57819 1.02189 0.9348 -1.3747 0.9999
F 1.31878 -0.74746 -0.85775 0.1651 -0.2131 -0.1455
F 0.47746 1.97838 1.12527 0.0848 0.8518 0.7466
C 0.35748 0.72746 0.82594 1.0278 -3.3392 -1.3564
C 1.64539 0.05021 0.14336 -2.3528 3.9423 0.3176
H -0.18637 0.00294 1.46767 -0.0175 1.1218 -0.1354

---

14
Properties=species:S:1:pos:R:3:forces:R:3 method="wB97M-V/def2-TZVPD" smiles=C[C@]12CC[C@H]1O2 max_force_ha_per_bohr=0.0103 relative_energy_kcal_mol=56.0 gap_ha=0.3857 lumo_energy_ev=1.06 homo_ev=-9.44
O -0.46002 -0.89919 -1.37178 0.3064 -0.0630 -0.1139
C -1.69591 0.61649 0.36731 -0.0224 -0.1058 -0.1157
C 1.59334 -0.07460 -0.13721 0.2299 -0.1362 -0.1136
C 0.49428 0.18608 -1.17661 0.0762 0.1633 -0.1512
C -0.53176 -0.14784 -0.17823 -0.1005 0.0919 0.3401
C 0.54021 -0.81784 0.71231 -0.0203 0.0007 0.1881
H 0.54709 0.82517 -2.04947 -0.1742 0.3601 0.3457
H 0.56016 -1.88990 0.48784 -0.1728 0.2069 0.3481
H -2.29976 1.09325 -0.41096 0.1315 -0.1465 0.0814
H 0.50996 -0.62339 1.78712 0.1362 0.0262 -0.1791
H 1.79064 0.89362 0.34210 -0.0151 -0.1072 -0.2151
H 2.55994 -0.52147 -0.37458 -0.1642 -0.2685 -0.1479
H -1.26719 1.40036 1.00991 -0.2664 -0.1689 -0.1124
H -2.33103 -0.02750 0.98824 0.0557 0.1471 -0.1544

---

12
Properties=species:S:1:pos:R:3:forces:R:3 method="wB97M-V/def2-TZVPD" smiles="CNC(=S)NS" max_force_ha_per_bohr=0.0417 relative_energy_kcal_mol=11.7 gap_ha=0.3240 lumo_energy_ev=0.44 homo_ev=-8.38
S -3.00984 -0.29000 -0.10147 1.6835 1.0165 0.2852
S -0.84846 2.37410 -0.03668 -0.4403 0.1713 -0.4764
N 0.94153 0.48964 -0.13884 1.6032 1.2749 -0.6311
N -1.21613 -0.31493 -0.11768 -0.6584 0.6892 -0.0114
C -0.36495 0.79684 -0.16151 -1.0125 -0.8381 0.8326
C 1.57606 -0.79090 0.00527 -0.1011 -0.8125 -1.3053
H 1.39358 -1.26209 0.95892 -0.2168 -0.1114 0.4421
H -0.82874 -1.13730 0.33254 -0.2374 0.1558 -0.1240
H -3.19358 0.96705 0.46814 0.4384 -0.9432 -0.2974
H 1.59417 1.29024 -0.33036 -1.4154 -1.1543 0.5443
H 1.31931 -1.52386 -0.81367 0.0919 0.7216 0.7118
H 2.63707 -0.59878 -0.06465 0.2649 -0.1698 0.0295

---

9
Properties=species:S:1:pos:R:3:forces:R:3 method="wB97M-V/def2-TZVPD" max_force_ha_per_bohr=0.0701 relative_energy_kcal_mol=19.9 gap_ha="0.2461 / 0.2723" multiplicity=3 lumo_energy_ev="1.28 / -2.14" s_squared=2.010 homo_ev="-5.41 / -9.55"
P -1.21331 -0.60902 -0.28155 -2.5541 0.5117 0.9273
O -2.47703 0.54003 0.17446 0.9706 0.0842 -1.6634
C 0.70519 -0.59292 0.41892 3.3988 0.3659 -1.1516
C 0.30142 0.36479 -0.68246 -1.7263 0.2870 1.3663
H -3.15572 0.02588 0.61683 -0.1947 -0.3049 0.1018
H 0.96141 -0.15785 1.37337 -0.5664 -0.2881 0.3119
H 0.73526 0.24995 -1.66841 -0.0494 -0.4143 -0.0531
H 0.19925 1.40725 -0.39439 0.3811 0.0646 0.1546
H 1.21959 -1.49116 0.14195 0.3404 -0.3062 0.0063

---

13
Properties=species:S:1:pos:R:3:forces:R:3 method="wB97M-V/def2-TZVPD" max_force_ha_per_bohr=0.1224 relative_energy_kcal_mol=67.1 gap_ha=0.3312 lumo_energy_ev=0.68 homo_ev=-8.33
I 3.20754 -0.03821 -0.02531 -0.1427 0.1782 0.2343
C 0.29264 1.21258 0.23457 -0.2130 -2.2038 0.9260
C 1.18786 0.28129 -0.63173 -0.1448 -3.2419 2.3142
C -0.05055 -1.21365 0.22741 2.8459 5.0423 -2.4740
C -1.28793 -0.68553 -0.34828 0.2509 -0.5623 -0.2597
C -0.63396 0.11399 0.72349 -1.6270 -1.3690 2.3841
H -1.27829 0.05291 1.67757 1.4313 0.8148 -1.2469
H -1.37801 -0.25979 -1.31252 0.4316 0.1565 -1.1517
H 0.56064 1.87466 1.05948 1.2588 -0.3777 -0.2325
H 0.42131 -2.04007 0.68539 -0.0775 -0.8534 0.2071
H 1.31540 0.17879 -1.71820 -1.0218 0.7061 0.4766
H -0.22398 1.80378 -0.40856 -1.6612 2.1145 -1.9911
H -2.13267 -1.28075 -0.16331 -1.3305 -0.4044 0.8137

---

53
Properties=species:S:1:pos:R:3:forces:R:3 method="wB97M-V/def2-TZVPD" max_force_ha_per_bohr=0.0081 relative_energy_kcal_mol=0.0 gap_ha="0.2039 / 0.2251" multiplicity=2 lumo_energy_ev="-7.78 / -7.21" s_squared=0.777 charge=+2 homo_ev="-13.32 / -13.34"
I 2.89600 -2.35417 2.99851 -0.0246 -0.0286 -0.0047
I 2.37091 -2.95521 -0.53251 0.0033 -0.0201 0.0476
Br -3.63608 -0.76969 6.20524 -0.0068 0.0049 0.0064
V -0.03930 -1.49575 -0.11579 0.0206 -0.4137 0.0418
O 3.76878 4.11133 1.95004 0.0035 -0.0008 0.0076
O 4.05535 5.16652 -0.07687 0.0077 0.0132 -0.0007
O -0.51090 -2.32596 1.33577 -0.0616 0.0184 -0.1379
O 0.59758 -0.00848 -1.15589 -0.0016 0.1657 0.0391
O 0.89747 -0.13301 0.95621 0.1678 0.0555 0.0139
N -1.84725 -0.62502 -0.01981 -0.2244 0.1112 0.0820
N -0.88043 -2.10117 -1.92222 -0.0256 -0.0719 -0.1202
C -1.19300 -1.97758 2.44607 0.0146 0.0947 -0.0248
C -0.43608 -2.96329 -2.82589 0.0006 -0.0071 0.0368
C -2.54298 -0.45221 1.05679 0.0732 -0.0121 -0.0626
C 3.68556 -2.33576 1.05614 0.0331 0.0630 -0.0082
C -2.36917 -0.34624 -1.31344 0.0740 -0.0299 -0.0689
C 3.14160 3.41494 0.97376 0.0090 0.0111 -0.0027
C -3.73143 0.72548 -2.97476 -0.0101 0.0108 0.0004
C -2.92287 -0.63146 3.47218 0.0023 0.0092 -0.0102
C 2.79878 3.59180 -1.43904 0.0055 0.0068 0.0050
C 2.42861 2.26213 1.07221 0.0050 -0.0017 0.0265
C -3.27546 0.62124 -1.64322 -0.0186 -0.0060 0.0280
C -3.28482 -0.13323 -3.93848 -0.0175 0.0070 -0.0142
C -0.96751 -2.62961 3.64652 -0.0093 -0.0218 0.0274
C -1.85503 -1.21101 -2.30321 0.0075 0.1450 0.0712
C -2.17551 -0.97757 2.33817 -0.0297 0.0154 0.0384
C 3.32387 4.06694 -0.25375 -0.0006 0.0033 -0.0038
C 4.36609 5.25315 1.32822 -0.0273 -0.0358 -0.0206
C 2.06692 2.41756 -1.36040 0.0005 0.0030 -0.0419
C -2.32842 -1.12732 -3.62011 0.0161 -0.1192 -0.0270
C -2.66588 -1.24928 4.67652 -0.0035 0.0104 -0.0118
C 1.12789 0.55544 -0.10523 -0.0052 0.0476 0.0362
C -1.69744 -2.25355 4.75814 0.0347 -0.0436 0.0231
C -0.89947 -2.99299 -4.14362 -0.0064 0.0032 -0.0110
C -1.82295 -2.06462 -4.54786 -0.0074 0.0123 0.0047
C 1.88226 1.76224 -0.13794 -0.0163 -0.0210 0.0232
H -3.65145 -0.06158 -4.95410 0.0031 -0.0020 0.0032
H 4.00324 -1.33357 0.79751 -0.0112 0.0010 -0.0192
H 0.31867 -3.67072 -2.50633 0.0014 -0.0011 0.0056
H 2.27976 1.75317 2.01413 -0.0023 -0.0026 -0.0038
H 4.50285 -3.04399 0.98843 0.0089 0.0051 0.0021
H -0.50520 -3.73305 -4.82431 -0.0002 0.0013 0.0001
H -3.50711 0.04580 0.97837 -0.0075 0.0045 0.0048
H -3.64578 1.31592 -0.89986 0.0063 -0.0035 0.0006
H 2.95587 4.11421 -2.37112 -0.0009 0.0005 0.0028
H -1.52643 -2.74843 5.70474 -0.0020 0.0020 -0.0032
H 3.92975 6.16444 1.73164 0.0043 0.0127 0.0059
H 5.44598 5.22035 1.45443 0.0113 0.0082 0.0060
H -2.17466 -2.04575 -5.57201 0.0007 0.0010 0.0004
H 1.62976 1.99486 -2.25455 0.0006 -0.0026 0.0020
H -3.69802 0.12046 3.39824 0.0016 -0.0023 0.0067
H -0.23344 -3.42133 3.69682 0.0018 0.0033 0.0008
H -4.44945 1.49461 -3.22251 0.0017 -0.0044 -0.0029

---

19
Properties=species:S:1:pos:R:3:forces:R:3 method="wB97M-V/def2-TZVPD" max_force_ha_per_bohr=0.0349 relative_energy_kcal_mol=13.6 gap_ha=0.3090 lumo_energy_ev=3.67 charge=-1 homo_ev=-4.73
O 0.25209 1.87997 0.91768 0.0141 0.7524 0.2760
O -1.71551 1.98819 1.96859 0.0735 0.5506 0.1085
N 0.06274 -1.73376 -1.69859 0.2068 0.0085 -0.1613
N 0.09880 -0.62706 0.22727 0.8698 -0.2780 0.8504
C 1.04073 -2.26180 -0.90460 0.0447 -0.3821 0.3508
C -0.43894 -0.73802 -0.98861 -0.9348 -0.4832 -0.7106
C 1.84277 -3.48887 -1.20365 0.3105 -0.3540 0.7721
C -0.89513 2.39282 1.12153 -0.2993 -1.7305 -0.3587
C -1.38427 3.37235 0.06389 0.1602 0.3031 -0.7341
C 1.05268 -1.60884 0.29579 0.2540 -0.0599 -0.1090
H 2.87779 -3.34894 -1.52109 -0.1854 0.4043 -0.7633
H -1.42764 2.89511 -0.92451 0.2229 -0.3465 0.2566
H -1.35315 -0.26208 -1.30837 0.2665 0.5976 0.1474
H 1.31283 -4.20348 -1.83173 0.1095 0.1431 -0.1973
H -2.40547 3.69170 0.24064 0.0316 0.4236 0.3738
H 2.03842 -3.98418 -0.24788 -0.3656 -0.2162 0.1001
H 1.66633 -1.82363 1.15723 -0.1048 0.3450 0.0673
H -0.67033 4.18762 -0.09302 -0.2601 0.1535 0.2772
H 0.10446 0.20879 0.86541 -0.4140 0.1686 -0.5459